This record from the Open Molecules 2025 dataset describes a structure of composition C12H30B3F3N3O15Tl in a non-equilibrium geometry. The level of theory is wB97M-V/def2-TZVPD.

The geometry in XYZ format:
```
67
C12H30B3F3N3O15Tl wB97M-V/def2-TZVPD
Tl -3.63375 0.72030 -1.00322
B 0.33205 1.18070 -0.04761
H 0.57740 2.11498 -0.52839
H -0.48905 1.31383 0.63964
H 0.04891 0.44449 -0.78387
H 1.13268 0.58285 0.35959
B -4.97834 3.06809 2.20896
H -5.08131 2.00957 2.39114
H -3.98199 3.47730 2.14513
H -5.41306 3.36211 1.26619
H -5.57364 3.57677 2.95132
B -2.59880 -2.32598 -3.49303
H -2.27733 -1.37553 -3.88994
H -3.67674 -2.36825 -3.51509
H -2.25488 -3.20557 -4.01484
H -2.21994 -2.37374 -2.48384
C 1.12426 -5.53822 -1.00837
C 1.67420 -4.24565 -0.56154
O 2.86439 -4.69056 -0.02069
C 3.29106 -5.75131 -0.62363
O 4.35409 -6.29638 -0.50938
O 2.25657 -6.24358 -1.39367
F 0.82475 -3.90947 0.42898
H 0.36951 -5.46455 -1.79133
H 0.62840 -6.17468 -0.27547
H 1.78754 -3.41966 -1.26368
C 1.31095 -0.05166 -6.01293
C 1.29890 -1.30897 -6.96111
O 2.71118 -1.49897 -6.94852
C 3.36516 -0.37588 -6.72497
O 4.55418 -0.19602 -6.94029
O 2.54283 0.53110 -6.25381
F 0.80772 -1.03598 -8.19789
H 1.26102 -0.32991 -4.96022
H 0.38265 0.50695 -6.13265
H 0.72301 -2.17290 -6.62935
C -1.36145 3.72274 5.84896
C -0.55579 4.36177 4.68408
O 0.53148 5.02107 5.32240
C 0.61335 4.52529 6.57006
O 1.45458 4.82048 7.41658
O -0.30106 3.63208 6.78625
F -1.31016 5.22556 3.99626
H -1.82246 2.78101 5.55112
H -2.13030 4.41934 6.18321
H -0.04789 3.65382 4.02914
C -2.18754 -3.21299 4.32142
N -3.26675 -2.44984 3.61011
O -2.97731 -1.41867 3.05501
O -4.41512 -2.87770 3.72055
H -1.52098 -2.45483 4.73250
H -1.75796 -3.95109 3.64409
H -2.72807 -3.62097 5.17552
C 0.11737 4.88631 -4.48139
N -1.36342 4.85873 -4.35940
O -1.99235 5.75475 -4.91037
O -1.77483 3.97798 -3.65514
H 0.40560 4.78809 -5.52799
H 0.55605 4.14284 -3.81588
H 0.55902 5.85423 -4.24435
C 4.49833 -0.96802 3.36571
N 3.74176 -1.67485 4.44098
O 3.45492 -1.06219 5.49792
O 3.45093 -2.77520 4.27158
H 4.44186 -1.59010 2.47244
H 5.54070 -0.93831 3.68298
H 4.10312 0.03323 3.19424
```

- LUMO: -0.2941 Eh
- Charge: 0
- HOMO-LUMO gap: 2.05 eV
- Calculated total energy: -62959.99145 eV